Formula: C4H21NO5S2
Source: the OMol25 dataset
Level of theory: ωB97M-V/def2-TZVPD

Gap between HOMO and LUMO = 9.4 eV
2S+1 = 1
HOMO = -9.197 eV

Each line ends with the Mulliken charge.
Atoms and positions in Å:
C: -1.04997 -2.40869 -1.60192  -0.765
N: -1.04996 -0.95816 -1.50356  -0.278
C: -0.56620 -0.59520 -0.16353  -0.531
C: -1.34154 -0.87812 1.12454  -0.308
C: -0.76548 -2.06642 1.93638  -0.899
S: 0.95102 -1.90933 2.53733  -0.049
S: 0.83013 -0.65437 4.07107  -0.181
H: -1.34903 -2.79492 -2.56155  0.385
H: -1.61284 -2.93973 -0.77556  0.157
H: 0.01958 -2.62724 -1.58093  0.285
H: -1.92347 -0.42925 -1.60269  0.249
H: -0.22251 0.45553 -0.13404  0.178
H: 0.44904 -1.04660 -0.11731  0.283
H: -1.42582 0.05473 1.70069  0.367
H: -2.40689 -1.26425 0.92122  0.206
H: -1.35541 -2.27819 2.85069  0.462
H: -0.84159 -2.90334 1.30992  0.322
H: 1.01988 0.61069 3.72746  0.107
O: 1.20785 2.82289 -1.08470  -0.501
H: 0.46570 3.17582 -1.59319  0.267
H: 1.97637 3.38138 -1.23728  0.282
O: 3.39227 0.82916 -0.28676  -0.646
H: 2.89654 0.76010 -1.14125  0.346
H: 2.73891 0.35185 0.24594  0.293
O: -3.53534 1.36754 -1.40714  -0.645
H: -3.63199 2.01816 -0.70476  0.318
H: -3.81144 0.52586 -1.02461  0.325
O: 2.45380 0.44493 -2.71787  -0.685
H: 2.71404 -0.40738 -3.09546  0.313
H: 1.49276 0.31421 -2.68247  0.347
O: 1.42792 3.36152 2.33020  -0.619
H: 0.73522 2.97610 1.77409  0.312
H: 2.11847 2.71070 2.48705  0.303

Forces on the atoms, in the same order (eV/Å):
-0.04 -0.05 0.48
-0.60 1.01 1.20
2.29 0.79 -0.35
-1.36 -1.23 0.02
-0.46 1.90 1.54
0.25 -0.27 -1.43
-0.46 -0.31 2.02
-0.62 0.14 -0.38
0.59 0.36 -0.84
-0.07 -0.58 0.49
0.14 -0.87 -0.54
-0.76 -0.06 -0.40
-0.52 -0.31 0.35
0.00 -0.47 0.09
1.23 0.92 -0.03
0.09 0.22 -0.56
0.39 -1.45 -0.76
0.13 0.45 -1.03
-0.51 -0.24 0.07
0.41 0.13 0.03
-0.10 0.01 -0.04
-1.07 -0.47 -0.14
0.99 0.39 0.27
0.46 0.14 0.50
0.09 -0.20 -0.02
-0.02 -0.06 0.03
-0.12 0.22 0.05
-0.84 -0.78 -0.76
0.46 0.21 0.10
-0.06 0.48 0.14
-0.37 0.25 0.23
0.62 -0.11 0.04
-0.17 -0.14 -0.37

***

Formula: C4H8S2
Source: the OMol25 dataset
Level of theory: ωB97M-V/def2-TZVPD

Gap between HOMO and LUMO = 9.4 eV
2S+1 = 1
HOMO = -8.592 eV

Each line ends with the Mulliken charge.
Atoms and positions in Å:
S: 2.23814 -0.50639 -0.57781  -0.184
C: 0.77619 -0.29367 0.56570  -0.212
C: -0.02017 1.04954 0.46399  -0.791
C: -1.07853 0.82469 -0.68190  -0.455
S: -1.80810 -0.78276 -0.54152  -0.149
C: -0.44475 -1.45596 0.40817  -0.578
H: 1.92509 -0.06723 -1.75501  0.105
H: 1.29530 -0.39461 1.47336  0.297
H: 0.53196 1.98481 0.26500  0.336
H: -0.57963 1.18793 1.40741  0.323
H: -0.31401 0.91575 -1.47258  0.232
H: -1.82140 1.68323 -0.65491  0.342
H: -0.69155 -1.84727 1.33063  0.419
H: -0.00853 -2.29806 -0.23053  0.313

Forces on the atoms, in the same order (eV/Å):
0.20 -0.60 1.80
-2.50 -0.14 -2.38
-1.17 -0.79 0.49
1.78 2.32 0.74
-0.38 0.11 0.27
3.86 0.43 -2.94
-0.98 0.55 -1.05
0.34 -0.23 1.37
0.11 -0.69 0.06
0.38 -0.11 -0.12
-1.30 -0.09 -0.92
0.85 -1.23 -0.42
-0.77 -0.57 2.00
-0.41 1.05 1.09

***

Formula: C6H13N6S2
Source: the OMol25 dataset
Level of theory: ωB97M-V/def2-TZVPD

Gap between HOMO and LUMO (alpha / beta) = 7.4 / 7.4 eV
Total charge = +1
2S+1 = 1
HOMO (alpha / beta) = -12.287 / -12.287 eV

Each line ends with the Mulliken charge.
Atoms and positions in Å:
C: 1.99978 -0.61062 0.06162  0.941
C: -2.01416 -0.60707 -0.18095  1.065
C: 3.56686 0.49114 1.55090  -0.912
C: 4.17592 -0.03113 -0.86200  -0.937
C: -3.54108 0.63053 1.20024  -0.969
C: -3.70942 0.98057 -1.12456  -0.847
N: 1.44342 -1.06996 1.13296  -0.685
N: 1.43632 -0.90167 -1.16612  -0.317
N: -1.67897 -1.42447 0.79426  -0.454
N: -1.33068 -0.78552 -1.32450  -0.508
N: 3.17067 -0.00669 0.24099  0.052
N: -2.88975 0.39234 -0.07529  -0.013
S: -0.36850 -2.27714 0.64700  0.199
S: 0.28955 -1.78847 -1.44924  0.201
H: 4.59689 0.15990 1.68170  0.399
H: 3.35157 1.54283 1.61123  0.286
H: 2.81658 0.03749 2.29067  0.300
H: 3.54769 0.17522 -1.74486  0.365
H: 4.98390 0.75622 -0.76854  0.354
H: 4.68657 -0.97858 -0.94608  0.306
H: -2.89473 0.21957 1.97562  0.353
H: -3.65014 1.72916 1.36641  0.328
H: -4.60109 0.14197 1.32438  0.329
H: -3.75453 2.06103 -0.87567  0.279
H: -3.31687 0.88355 -2.11941  0.331
H: -4.69427 0.53021 -1.04744  0.318
H: -1.62150 -0.25040 -2.19334  0.239

Forces on the atoms, in the same order (eV/Å):
-0.75 -0.97 1.32
0.72 1.01 -1.38
-1.83 -1.65 0.86
-0.71 1.50 -0.22
-1.21 -0.31 1.50
0.39 0.87 0.27
-3.21 -1.90 0.76
2.44 0.63 -1.42
-0.17 -0.67 1.41
0.50 0.20 -2.98
1.21 0.73 -1.89
-0.88 -0.58 0.80
2.51 1.76 0.86
-3.09 0.81 0.25
-0.16 0.45 0.61
0.66 0.66 -0.10
1.70 0.40 -0.69
0.91 -0.19 -0.06
-1.31 -0.66 0.20
-0.07 -0.45 0.07
-0.25 0.15 0.11
0.10 -0.87 -0.23
1.96 0.79 -0.58
-0.23 -0.62 -0.39
0.21 -0.18 -0.38
-0.20 0.09 -0.25
0.74 -1.01 1.56

***

Formula: C4H7NO
Source: the OMol25 dataset
Level of theory: ωB97M-V/def2-TZVPD

Gap between HOMO and LUMO = 9.4 eV
2S+1 = 1
HOMO = -8.611 eV

Each line ends with the Mulliken charge.
Atoms and positions in Å:
O: 0.98778 -1.15981 1.32819  -0.588
C: -0.18319 -1.32577 0.09180  -0.509
C: 0.03770 0.06585 0.11529  0.603
C: -0.94766 1.01539 0.52547  -0.395
N: -0.91801 0.76012 -0.93437  -0.545
C: 0.55762 0.79080 -1.00631  -0.343
H: 1.87589 -1.17838 0.92361  0.300
H: 0.12568 -1.87314 -0.81366  0.231
H: -1.13943 -1.68575 0.50386  0.253
H: -0.60443 1.99071 0.85241  0.249
H: -1.82226 0.63590 1.04992  0.240
H: 0.99832 0.21655 -1.82022  0.252
H: 1.03198 1.74754 -0.81601  0.250

Forces on the atoms, in the same order (eV/Å):
-0.55 -2.64 -0.50
2.43 -0.72 2.43
-2.30 0.85 -2.44
-0.55 0.81 0.38
0.02 0.32 -0.04
0.48 0.68 -0.67
-0.62 -0.25 -0.05
0.24 0.17 0.72
0.81 0.08 0.21
0.00 0.19 0.13
0.00 0.16 -0.14
-0.12 0.16 -0.02
0.16 0.18 -0.01

***

Respective ΔE to the lowest compared entry with this formula, charge and spin values: 90.1; 114.4; 342.7; 520.1 kJ/mol.